[1]
A molecular structure, C41H61BBaI2N8O2PS4Se3Te, computed with ωB97M-V/def2-TZVPD.

```
125
Properties=species:S:1:pos:R:3:forces:R:3
Ba -1.13333 1.52105 0.53694 -0.076 -0.868 -0.698
C 4.38147 -2.76065 -4.37176 -0.081 0.071 0.193
C 4.06137 -2.20585 -2.97696 0.725 0.169 -0.230
C 4.43557 -0.72825 -2.93586 -0.009 -0.036 -0.034
C 4.88757 -2.93155 -1.90526 -0.164 0.047 -0.091
N 2.64617 -2.44385 -2.71256 -0.767 -0.093 0.301
C 2.16207 -3.73145 -2.57466 -0.314 -0.412 0.036
C 0.83727 -3.65675 -2.34456 0.267 -0.523 -0.103
N 0.47597 -2.33855 -2.33986 0.420 -0.024 -0.043
B -0.87633 -1.74105 -1.95716 -0.106 0.175 -0.028
N -1.50273 -1.06955 -3.19286 -0.063 0.283 -0.320
C -0.97183 -1.06775 -4.45406 0.036 0.081 -0.610
C -1.53263 -0.05825 -5.14986 0.328 -0.540 -0.239
N -2.42053 0.58925 -4.31846 0.577 -0.500 0.457
C -2.41133 -0.06995 -3.12896 -0.323 -0.171 -0.001
S -3.47603 0.08845 -1.84136 -0.397 0.375 0.838
C -3.11413 1.80365 -4.75396 -0.606 0.478 -0.219
C -4.23263 1.37475 -5.71156 0.180 0.020 0.144
C -3.70623 2.58425 -3.58896 0.024 -0.093 0.039
C -2.09843 2.71445 -5.45426 -0.031 -0.153 0.074
N -1.80963 -2.83985 -1.42476 -0.082 -0.373 0.335
C -2.97793 -3.28475 -1.97626 -0.481 -0.305 -0.074
C -3.58763 -4.09855 -1.08606 -0.166 0.053 -0.564
N -2.79173 -4.16525 0.03704 0.321 0.464 -0.522
C -1.69593 -3.38095 -0.19436 0.042 -0.171 0.217
S -0.40243 -3.13125 0.84864 0.615 0.360 0.307
C -3.06663 -4.92275 1.25724 -0.018 -0.384 0.696
C -4.41413 -5.63755 1.14444 0.204 0.176 -0.131
C -1.95973 -5.95945 1.46764 -0.038 0.085 -0.056
C -3.11843 -3.95825 2.44304 0.011 -0.079 -0.087
C 1.58457 -1.58745 -2.57546 0.131 0.173 -0.175
S 1.53957 0.06325 -2.76016 -0.308 1.075 0.187
H 5.43537 -2.61325 -4.59326 0.129 0.004 -0.049
H 3.78697 -2.23885 -5.11806 -0.035 0.078 -0.096
H 4.15507 -3.82225 -4.43866 0.010 -0.129 -0.008
H 5.50607 -0.63155 -3.10686 0.178 -0.150 -0.020
H 4.19457 -0.29595 -1.96946 -0.020 0.127 0.062
H 3.90177 -0.16805 -3.69596 0.091 0.052 0.034
H 5.93257 -2.64425 -1.99186 0.095 0.016 -0.040
H 4.82487 -4.01155 -1.99896 -0.005 -0.173 -0.008
H 4.52857 -2.65365 -0.91776 -0.014 0.063 0.142
H 2.79997 -4.58775 -2.64086 0.050 -0.152 -0.003
H 0.12277 -4.44205 -2.19416 -0.046 -0.099 0.113
H -0.71813 -0.92595 -1.09456 0.003 0.201 0.198
H -0.22693 -1.77725 -4.75326 0.150 -0.018 -0.047
H -1.38063 0.24765 -6.16386 0.105 0.035 -0.091
H -4.93783 0.73455 -5.18456 -0.089 -0.026 0.038
H -3.83093 0.81995 -6.55776 0.032 -0.029 -0.120
H -4.75783 2.25105 -6.08146 -0.079 0.101 -0.064
H -4.49793 2.02945 -3.09536 0.052 0.135 0.022
H -4.11363 3.51845 -3.96716 0.041 0.127 -0.102
H -2.93183 2.81995 -2.85926 -0.134 0.099 0.071
H -1.78663 2.32275 -6.41876 0.045 -0.030 -0.143
H -1.21743 2.83995 -4.82766 0.058 0.084 0.055
H -2.54643 3.69155 -5.61216 -0.037 0.072 -0.034
H -3.29963 -2.97145 -2.94896 -0.062 0.081 -0.100
H -4.51383 -4.62355 -1.16726 -0.177 -0.064 -0.037
H -4.41913 -6.34125 0.31564 -0.037 -0.112 -0.093
H -5.22293 -4.92275 1.01274 -0.138 0.047 -0.008
H -4.59523 -6.19315 2.06184 0.038 0.001 0.058
H -1.93403 -6.66465 0.63984 -0.027 -0.112 -0.115
H -2.13533 -6.50605 2.39014 -0.082 -0.091 0.123
H -0.99753 -5.46005 1.53544 0.040 -0.078 0.017
H -3.88343 -3.20275 2.28354 -0.147 0.113 0.006
H -2.15723 -3.46635 2.56044 -0.025 0.054 0.088
H -3.34213 -4.50575 3.35414 -0.098 -0.111 0.130
Se -3.33083 3.58235 0.68224 -0.690 -0.555 0.877
Se -2.92753 5.22675 -0.83716 -0.176 0.513 -0.857
Te -0.58443 5.94205 -0.35976 0.495 0.332 0.593
Se 0.76767 5.62935 -2.38966 0.122 -0.310 -0.415
I 2.01717 -1.00125 1.42864 0.267 0.194 0.080
C 3.54527 0.01165 2.53134 -0.060 -0.050 0.195
I 2.80157 1.24505 4.11444 0.128 -0.168 -0.197
H 4.09897 0.65855 1.86044 -0.135 0.028 0.003
H 4.18257 -0.72975 2.99834 -0.072 -0.085 0.000
O 0.25627 3.13675 1.99664 0.172 0.194 0.421
H 1.17897 2.84615 2.08194 0.180 0.124 -0.015
H 0.31117 3.99905 1.54424 -0.190 0.077 -0.076
O -3.04293 -0.58945 1.24044 -0.191 0.336 0.057
H -3.54293 -0.58205 0.40754 0.197 -0.146 -0.141
H -2.47523 -1.37155 1.21094 0.150 -0.118 -0.018
C 4.28347 5.47075 -3.19336 -0.332 0.093 -0.261
C 4.42137 5.09875 -1.77036 0.412 0.178 0.284
C 5.31607 5.68005 -0.89776 -0.205 -0.141 -0.103
C 5.34587 5.21285 0.42854 0.015 0.030 -0.458
N 4.60797 4.20435 0.82574 0.210 0.250 0.431
C 3.74197 3.64385 -0.02396 -0.234 -0.081 -0.389
S 2.81277 2.35255 0.41454 -0.656 -0.791 -0.131
N 3.63757 4.11395 -1.31146 0.333 0.220 0.212
C 6.22427 5.84095 1.45734 0.072 0.051 -0.018
H 4.97337 6.26465 -3.45456 0.047 0.091 -0.043
H 3.25067 5.78935 -3.37666 0.096 0.088 0.046
H 4.46237 4.60665 -3.82986 0.091 -0.101 -0.045
H 5.95997 6.47565 -1.23116 0.049 0.091 -0.050
H 2.87047 3.76945 -1.89336 -0.061 0.078 0.203
H 6.98587 6.46295 1.00044 0.137 0.107 -0.019
H 6.68317 5.07815 2.07864 0.040 -0.103 0.012
H 5.61467 6.45925 2.11144 -0.094 0.113 0.071
C -2.95923 -1.49785 4.84104 0.033 0.090 -0.336
P -1.69323 -0.54415 3.87024 0.139 -0.165 0.714
C -0.30403 -0.92025 5.01764 -0.083 0.096 -0.246
C 0.53937 -1.94015 4.58804 -0.068 0.020 -0.021
C 1.61927 -2.33605 5.35494 0.110 -0.111 0.140
C 1.85987 -1.72735 6.57534 0.082 -0.024 -0.026
C 1.01137 -0.72795 7.02254 0.016 0.084 0.130
C -0.06773 -0.32885 6.25144 -0.021 -0.016 0.032
C -2.23283 1.14465 4.32874 0.229 -0.097 -0.212
C -1.32533 2.14655 4.65734 0.038 -0.031 0.004
C -1.76203 3.43435 4.90844 -0.058 0.149 0.021
C -3.10613 3.74865 4.80354 0.005 0.008 0.091
C -4.01393 2.76755 4.43754 -0.101 0.116 0.021
C -3.57943 1.47845 4.19544 -0.032 -0.075 -0.034
H -3.90713 -1.49665 4.31064 -0.145 -0.065 -0.005
H -3.08453 -1.05755 5.82974 0.001 0.002 0.016
H -2.60743 -2.52255 4.93834 -0.022 -0.069 -0.015
H 0.34557 -2.41935 3.63904 0.012 -0.024 -0.132
H 2.28437 -3.10905 4.99574 0.013 -0.085 -0.039
H 2.71377 -2.02395 7.16864 0.044 0.000 0.050
H 1.20197 -0.24215 7.97014 -0.015 0.002 0.069
H -0.72523 0.44955 6.60864 -0.049 0.114 0.051
H -0.26943 1.92565 4.71444 0.097 -0.043 -0.006
H -1.04633 4.19865 5.17524 0.060 0.064 -0.030
H -3.44173 4.75745 4.99314 -0.035 0.075 -0.035
H -5.06223 3.01105 4.32504 0.004 0.017 -0.040
H -4.28823 0.72875 3.87344 -0.087 -0.049 0.007
```
Positions in Å, forces in eV/Å.

## Properties
Total charge: -1
LUMO level (eV): 1.91
HOMO-LUMO gap (eV): 5.3
E (eV): -333067.7351
Relative energy (zero: lowest compared OMol25 entry of this formula, charge and spin) (kJ/mol): 78.3

---

[2]
A single C4H7FN2 molecule, computed with ωB97M-V/def2-TZVPD.

```
14
Properties=species:S:1:pos:R:3:forces:R:3
C 0.28848 1.55593 0.00257 0.949 0.481 0.210
C -1.65192 0.13199 0.01832 -1.105 -0.095 -0.601
C 0.42840 -0.94481 -0.00459 1.470 -0.210 0.279
C 1.76236 -1.10789 0.04722 -0.612 -0.320 -0.449
H 1.04320 1.72259 -0.79077 -0.490 -0.221 0.370
H -0.51673 2.29637 -0.11974 0.409 -0.284 0.208
H 0.78731 1.64647 0.97645 -0.011 0.598 -0.239
H -2.09289 1.13472 0.03710 -0.210 -0.316 0.150
H -2.03089 -1.79744 -0.11650 0.230 0.161 0.015
H -0.17266 -1.85604 0.00922 0.345 0.420 0.108
H 2.25505 -2.09481 0.08544 -0.326 0.817 -0.022
N -0.28351 0.24332 -0.02383 -0.661 -1.368 -0.506
N -2.43969 -0.87108 -0.04985 0.119 0.706 0.241
F 2.62348 -0.05930 -0.07104 -0.107 -0.369 0.236
```
Positions in Å, forces in eV/Å.

## Properties
LUMO level (eV): 0.89
SMILES: [H]/N=C\N(C)/C=C\F
HOMO-LUMO gap (eV): 9.3
E (eV): -9957.7467
Relative energy (zero: lowest compared OMol25 entry of this formula, charge and spin) (kJ/mol): 99.9